Record 1
An isolated molecule of C15H19F4NO. Source: the Open Molecules 2025 dataset; level of theory: ωB97M-V with the def2-TZVPD basis set.

Values from the calculation:
E_LUMO: 0.008 Eh
Orbital gap: 9.84 eV
Structure (SMILES): Cc1c(F)c(F)c(C(=O)N[C@H](C)CCC(C)C)c(F)c1F
2S+1: 1
Highest occupied orbital energy: -0.3539 Ha

```
40
Properties=species:S:1:pos:R:3:nbo_charge:R:1
O 1.69 -1.04 2.42 -0.590
F 2.01 -3.76 1.94 -0.293
F 1.19 -0.54 -1.57 -0.305
F 2.60 -5.63 0.07 -0.302
F 1.90 -2.28 -3.39 -0.315
C 1.20 -1.10 1.30 0.664
C 2.02 -3.37 0.64 0.432
C 1.59 -1.75 -1.11 0.358
C 2.35 -4.36 -0.33 0.318
C 1.94 -2.70 -2.07 0.327
C 1.65 -2.08 0.26 -0.266
C 2.32 -4.02 -1.72 -0.090
N 0.12 -0.25 1.07 -0.618
C 2.67 -5.04 -2.76 -0.638
C -1.31 0.11 3.02 -0.606
C -2.27 2.91 -1.64 -0.613
C -2.33 4.56 0.28 -0.612
C -1.30 1.76 1.18 -0.408
C -0.57 2.72 0.25 -0.395
C -0.41 0.78 1.95 -0.040
C -1.44 3.63 -0.59 -0.203
H -0.07 -0.11 0.10 0.390
H 3.23 -4.53 -3.59 0.239
H 1.72 -5.45 -3.10 0.237
H 3.27 -5.83 -2.39 0.238
H -0.71 -0.40 3.72 0.226
H -2.01 -0.62 2.57 0.208
H -1.94 0.85 3.54 0.204
H -1.60 2.38 -2.33 0.209
H -2.81 3.62 -2.30 0.212
H -2.97 2.23 -1.17 0.200
H -2.90 5.24 -0.35 0.212
H -1.73 5.15 1.00 0.208
H -3.06 3.98 0.86 0.198
H -2.09 1.30 0.63 0.202
H -1.77 2.39 1.92 0.212
H 0.09 2.14 -0.38 0.196
H 0.08 3.39 0.81 0.203
H 0.40 1.36 2.40 0.206
H -0.76 4.34 -1.13 0.197
```

---

Record 2
An isolated molecule of C10H10N4S. Source: the Open Molecules 2025 dataset; level of theory: ωB97M-V with the def2-TZVPD basis set.

Values from the calculation:
E_LUMO (spin up / spin down): -0.008 / -0.044 Eh
Orbital gap (spin up / spin down): 6.92 / 5.81 eV
2S+1: 1
Highest occupied orbital energy (spin up / spin down): -0.2625 / -0.2580 Ha

```
25
Properties=species:S:1:pos:R:3:nbo_charge:R:1
C -5.25 0.99 0.07 -0.197
C -4.17 1.83 -0.16 -0.218
C -5.08 -0.35 0.25 -0.237
C -2.86 1.31 -0.31 -0.202
C -3.89 -0.83 0.17 -0.175
C -2.70 -0.06 0.00 0.096
C 3.20 -0.70 0.12 0.038
C 1.94 -0.14 0.03 -0.271
C 0.74 -0.89 -0.06 -0.007
C 5.61 -0.13 0.41 -0.413
N 3.84 1.62 0.02 -0.507
N -1.61 -0.84 -0.02 -0.229
N -0.41 -0.31 0.01 -0.282
N 4.25 0.10 0.24 -0.171
S 2.22 1.65 -0.05 0.630
H -6.26 1.59 0.11 0.213
H -4.27 2.93 -0.36 0.212
H -6.02 -0.91 0.55 0.219
H -2.10 1.95 -0.63 0.218
H -3.72 -1.83 0.23 0.217
H 3.45 -1.72 0.43 0.228
H 0.85 -1.98 0.00 0.171
H 6.15 0.75 0.15 0.246
H 6.01 -0.92 -0.09 0.211
H 5.62 -0.43 1.42 0.210
```

---

Record 3
A structure of composition C13H18CeClIN2O2P. Source: the Open Molecules 2025 dataset; level of theory: ωB97M-V with the def2-TZVPD basis set.

Values from the calculation:
Total charge: +2
E_LUMO (spin up / spin down): -0.245 / -0.243 Eh
Orbital gap (spin up / spin down): 7.79 / 7.85 eV
2S+1: 2
Highest occupied orbital energy (spin up / spin down): -0.5309 / -0.5312 Ha

```
39
Properties=species:S:1:pos:R:3:lowdin_spin:R:1
C 1.51 1.05 -0.91 0.000
C 1.81 -0.41 -0.69 0.000
H 2.07 1.38 -1.81 0.000
H 1.83 1.69 -0.08 0.000
H 0.44 1.24 -1.06 0.000
O 1.28 -1.28 -1.38 0.000
I -0.25 -1.69 1.47 -0.006
Ce -2.13 0.87 1.40 1.018
P 3.07 -0.80 0.67 0.000
C 3.42 -2.56 0.68 0.000
C 4.55 0.01 0.02 0.000
H 2.17 1.09 1.94 0.000
H 3.40 0.14 2.84 0.000
H 1.74 -0.47 2.68 0.000
C 2.54 0.08 2.16 0.000
H 4.46 1.10 0.03 0.000
H 5.39 -0.30 0.65 0.000
H 4.38 -2.68 1.18 0.000
H 3.51 -2.94 -0.34 0.000
H 4.70 -0.33 -1.02 0.000
H 2.64 -3.11 1.22 0.000
C -1.34 -0.95 -1.13 0.000
O -1.63 -1.71 -1.94 0.000
Cl -0.66 2.76 2.22 -0.008
N -3.77 1.78 -2.72 0.001
C -2.68 2.02 -1.97 0.001
N -2.83 1.50 -0.73 -0.004
C -4.05 0.78 -0.73 0.000
C -4.68 0.12 0.33 0.000
C -6.09 0.05 0.21 0.000
C -6.76 0.40 -0.96 0.000
C -6.05 0.89 -2.08 0.000
C -4.70 1.07 -1.92 0.000
H -3.88 2.10 -3.69 0.000
H -1.79 2.56 -2.30 0.000
H -4.13 -0.45 1.13 0.000
H -6.67 -0.33 1.07 0.000
H -7.84 0.23 -1.00 0.000
H -6.50 1.13 -3.03 0.000
```

---

Record 4
A structure of composition C3H4LiO4Y. Source: the Open Molecules 2025 dataset; level of theory: ωB97M-V with the def2-TZVPD basis set.

Values from the calculation:
Total charge: +3
E_LUMO (spin up / spin down): -0.539 / -0.604 Eh
Orbital gap (spin up / spin down): 6.67 / 4.91 eV
2S+1: 2
Highest occupied orbital energy (spin up / spin down): -0.7845 / -0.7845 Ha

```
13
Properties=species:S:1:pos:R:3:lowdin_spin:R:1
O 0.73 1.77 0.48 0.001
C 1.00 0.72 -0.11 0.000
C 0.18 -1.33 -0.71 0.000
O 0.19 0.16 -0.96 0.001
O 1.89 -0.12 0.36 0.000
C 1.49 -1.48 0.12 0.000
H -0.59 -1.94 -0.23 0.000
H 0.08 -1.73 -1.73 0.000
H 2.29 -1.98 -0.43 0.000
H 1.33 -1.97 1.08 0.000
O -2.96 2.64 0.28 0.982
Li -4.65 2.07 0.78 -0.001
Y -0.99 3.18 1.06 0.016
```

---

Short version: calculated total energy = -1112.4219 -1004.0532 -2340.0736 -462.3478 Eh, in the order given.
Short version: ΔE to the lowest compared entry with this formula, charge and spin = 0.3 114.6 0.0 40.2 kcal/mol, in the order given.